Here is a 3-piece molecular cluster, C19H47B3BrN2O4P overall from the Open Molecules 2025 dataset. Energies are from the ωB97M-V functional and the def2-TZVPD basis.

Kohn-Sham gap = 8.3 eV
molecular weight = 510.91 g/mol
lowest unoccupied orbital energy = 0.34 eV
SMILES = CC[C@H](Br)B1OB(O)OB(P(CC)CC)O1.CCN(CC)CC.CCN(CC)CC
electronic energy = -4152.8427 a.u.

Each line ends with the Mulliken charge.
CARTESIAN COORDINATES (ANGSTROEM)
H1 -3.316 -1.341 0.351  -0.012
H2 -0.208 -2.585 -1.985  0.330
H3 8.236 3.045 -0.368  0.283
O1 4.410 3.146 -3.179  -0.596
C1 2.457 4.344 -2.094  0.041
O2 3.829 2.449 -0.990  0.445
O3 6.572 2.680 -4.039  -0.528
H4 0.642 0.270 -1.259  0.225
O4 5.968 1.942 -1.837  -0.521
H5 7.447 4.435 -1.113  0.131
C2 -5.791 -2.941 2.724  -1.075
C3 -2.866 -0.562 0.969  -1.170
H6 -6.218 -6.758 0.924  0.271
C4 -6.334 -4.235 2.142  -0.359
H7 -6.644 -3.339 -1.089  0.387
C5 4.405 2.682 2.007  -0.267
H8 3.530 0.860 1.150  0.113
H9 -1.800 -2.946 0.595  0.369
N1 -6.916 -4.059 0.821  0.106
H10 1.493 -1.761 0.882  0.286
H11 3.454 0.934 2.903  0.419
H12 2.984 7.536 -0.654  0.425
C6 -1.136 -2.603 -1.415  -1.029
B1 5.672 2.592 -3.026  0.678
H13 -5.532 -4.991 2.162  0.241
H14 -5.889 -2.387 0.157  0.373
H15 1.443 6.712 -0.887  0.381
H16 -3.504 0.320 0.896  0.462
H17 -1.740 -1.751 -1.732  0.217
H18 1.050 -0.116 1.272  0.440
C7 -0.895 -2.586 0.100  -0.674
H19 2.367 1.919 1.926  0.284
H20 2.584 6.122 0.323  0.292
H21 -8.434 -5.418 1.108  0.420
C8 2.500 6.558 -0.672  -1.486
H22 -6.561 -2.168 2.739  0.333
N2 -0.521 -1.320 0.713  0.147
H23 -1.676 -3.511 -1.692  0.415
P1 5.923 2.291 1.029  -0.360
H24 -0.113 -3.306 0.356  0.356
H25 7.450 2.959 -3.786  0.294
H26 -4.062 -3.340 -0.983  0.171
H27 3.954 3.607 1.639  -0.004
H28 8.631 4.680 0.152  0.376
C9 -6.890 -6.517 0.099  -0.956
H29 -1.489 0.140 -0.519  0.253
H30 1.455 -1.278 -1.527  0.275
C10 0.870 -0.924 0.556  -0.879
H31 2.302 0.046 -0.735  -0.037
H32 -4.947 -2.566 2.144  -0.044
B2 5.167 2.193 -0.738  0.540
Br1 0.996 3.831 -0.905  -0.178
H33 -7.129 -4.619 2.787  0.482
C11 1.335 -0.453 -0.825  -0.399
H34 -1.081 0.613 1.120  0.446
H35 -6.300 -6.468 -0.815  0.225
H36 -8.191 -4.927 -0.552  0.366
C12 6.698 3.976 0.881  -0.577
C13 -7.662 -5.218 0.359  -0.731
C14 3.385 1.535 1.996  -1.006
H37 -4.784 -4.941 -1.100  0.283
C15 -4.701 -4.059 -0.466  -0.508
H38 4.190 5.478 -1.409  -0.009
H39 5.932 4.727 0.667  0.294
H40 -7.592 -7.346 -0.007  0.394
H41 1.994 4.427 -3.073  0.440
H42 -4.188 -4.352 0.452  0.231
C16 7.815 4.031 -0.168  -0.985
B3 3.564 3.233 -2.090  -0.275
H43 4.737 2.877 3.030  0.569
H44 7.087 4.204 1.875  0.504
C17 -1.454 -0.223 0.521  -0.403
H45 -2.867 -0.905 2.005  0.334
C18 3.162 5.685 -1.730  -0.048
C19 -6.062 -3.416 -0.167  -1.033
H46 -5.444 -3.102 3.745  0.452
H47 3.247 6.256 -2.656  0.348

Cartesian forces (eV/Å) of the 2 atoms listed first:
H -0.002 0.006 -0.006
H 0.001 0.044 0.003

Here is a 5-piece molecular cluster, C19H47BFN4O6P2 overall at a distorted geometry from the Open Molecules 2025 dataset. Energies are from the ωB97M-V functional and the def2-TZVPD basis.

Kohn-Sham gap = 7.6 eV
molecular weight = 519.37 g/mol
lowest unoccupied orbital energy = -3.21 eV
electronic energy = -2229.8720 a.u.
net charge = +1

Each line ends with the Mulliken charge.
CARTESIAN COORDINATES (ANGSTROEM)
N1 5.184 -6.141 2.168  0.073
O1 -1.187 0.352 1.498  -0.354
C1 1.360 2.341 1.999  -0.858
C2 -1.832 -1.517 -4.807  -0.026
H1 4.361 3.771 1.225  0.299
H2 1.841 -4.027 -0.078  0.298
F1 1.096 -1.331 0.418  -0.296
C3 -3.794 -3.930 -0.301  -1.103
H3 5.484 -8.219 2.312  0.302
H4 0.998 -1.066 -6.431  0.395
H5 -2.977 3.972 -0.981  0.354
C4 -2.043 7.208 0.969  -0.903
H6 -1.315 8.009 1.066  0.371
H7 -2.276 -1.031 -3.916  0.413
P1 -2.502 -3.324 0.827  0.267
H8 -4.336 -2.683 2.229  0.396
H9 -2.363 6.888 1.961  0.286
H10 0.219 -2.644 -6.177  0.311
H11 -4.155 -4.859 0.163  0.385
B1 -1.430 -0.021 0.195  0.021
C5 3.769 2.956 1.637  -0.899
H12 6.273 -7.233 3.561  0.384
H13 2.753 5.084 0.633  0.288
H14 -4.636 -3.247 -0.454  0.376
H15 4.070 -5.136 0.779  0.191
C6 5.376 -7.349 2.959  -0.944
C7 0.865 -3.741 0.344  -0.484
H16 -1.302 3.390 -0.943  0.293
H17 4.522 -7.523 3.612  0.294
C8 0.046 -1.575 -6.302  -0.968
H18 -0.009 -3.782 2.364  0.242
H19 -0.634 0.334 -3.553  0.081
H20 -3.341 -4.191 -1.269  0.394
H21 1.515 -2.872 2.257  0.276
H22 -1.105 -0.342 2.136  0.304
H23 -2.225 3.579 0.569  0.318
N2 -3.177 7.701 0.201  0.146
H24 7.138 -5.380 2.003  0.342
H25 0.691 2.054 1.192  0.148
H26 -1.570 6.363 0.479  0.275
C9 0.974 -3.748 1.875  -0.993
O2 -4.265 5.715 0.347  -0.584
N3 -0.627 -1.019 -5.136  0.108
H27 -2.322 9.242 -0.944  0.342
H28 -0.559 -1.440 -7.198  0.296
C10 0.503 -2.394 -0.277  0.248
H29 -5.010 7.341 -0.621  0.294
O3 -1.737 0.838 -0.824  -0.085
O4 3.291 -6.958 1.216  -0.620
C11 -3.168 9.067 -0.277  -0.928
H30 -3.104 9.772 0.554  0.335
N4 2.364 3.279 1.518  0.149
H31 5.837 -4.245 1.624  0.298
H32 4.010 2.043 1.089  0.305
H33 0.849 -2.326 -1.317  0.436
O5 0.763 4.715 0.838  -0.581
C12 -4.202 6.871 -0.038  0.099
P2 -1.312 -1.927 -0.346  0.330
H34 -3.332 -1.249 1.962  0.290
C13 -3.301 -2.327 2.136  -1.010
H35 4.054 2.818 2.681  0.330
H36 -3.406 1.558 0.212  0.245
H37 6.171 -4.676 3.308  0.339
C14 1.936 4.428 0.969  0.095
H38 -4.087 9.263 -0.825  0.292
C15 0.010 0.039 -4.382  -0.707
H39 -1.690 -1.994 -1.689  -0.083
H40 0.969 -0.303 -3.983  0.324
O6 -2.398 -2.413 -5.395  -0.614
C16 -2.291 3.281 -0.482  -1.014
H41 0.756 2.798 2.784  0.294
H42 1.506 -4.662 2.177  0.341
H43 1.864 1.462 2.394  0.379
H44 -3.423 1.738 -1.545  0.425
H45 0.189 0.915 -5.006  0.390
C17 4.124 -6.084 1.347  0.280
C18 -2.805 1.854 -0.652  -0.376
H46 0.155 -4.511 -0.004  0.249
C19 6.135 -5.056 2.286  -0.916
H47 -2.777 -2.541 3.079  0.312

Cartesian forces (eV/Å) of the 2 atoms listed first:
N 0.053 -0.106 0.106
O -0.788 0.182 -1.741

Here is a 10-piece molecular cluster, C19H47Br6N5O12 overall at a distorted geometry from the Open Molecules 2025 dataset. Energies are from the ωB97M-V functional and the def2-TZVPD basis.

Kohn-Sham gap = 9.2 eV
molecular weight = 1017.03 g/mol
lowest unoccupied orbital energy = -0.36 eV
SMILES = C[N+](=O)[O-].C[N+](=O)[O-].C[N+](=O)[O-].C[N+](=O)[O-].C[N+](=O)[O-].BrCCBr.BrCCBr.BrCCBr.CCOCC.CCOCC
energy relative to the best compared isomer or geometry (same formula, charge and spin) = 6.4 kcal per mole
electronic energy = -17372.3438 a.u.

Each line ends with the Mulliken charge.
CARTESIAN COORDINATES (ANGSTROEM)
H1 2.133 -2.597 3.604  0.417
C1 1.754 5.482 -0.708  -0.351
H2 -0.329 2.007 -0.424  0.168
H3 4.341 -1.717 4.167  0.441
H4 5.032 2.301 2.784  0.282
H5 -4.273 0.436 -4.419  0.311
C2 -0.211 1.076 -0.960  -0.434
H6 6.099 -2.263 -2.847  0.295
H7 2.420 5.401 -1.557  0.316
O1 -1.696 -1.084 -5.195  -0.550
H8 -1.989 5.848 -3.813  0.359
O2 3.939 0.235 3.499  -0.204
H9 -3.242 4.626 -4.128  0.311
H10 -0.073 1.326 -2.010  0.460
Br1 -1.776 -0.058 -0.794  -0.183
H11 3.886 -4.960 -0.963  0.353
C3 -5.270 -2.126 -0.691  -0.974
O3 -3.597 -0.921 -6.192  -0.562
C4 5.061 -2.506 -3.045  -0.782
H12 3.197 -5.591 1.336  0.377
O4 -2.689 -3.747 1.525  -0.554
H13 1.022 6.269 -0.877  0.314
H14 -4.930 -3.155 -0.856  0.393
H15 -0.817 -3.353 -0.280  0.103
H16 1.674 1.520 3.443  0.264
N1 4.271 -1.722 -2.039  0.833
N2 2.570 5.960 0.455  0.937
C5 1.015 0.238 -0.588  -0.483
H17 1.470 -1.067 3.323  0.050
O5 -2.336 -5.561 0.411  -0.549
O6 -5.293 -0.262 0.740  -0.186
H18 -4.786 -2.159 1.496  0.335
H19 -2.447 -2.700 -0.794  -0.218
H20 2.606 -1.792 2.138  -0.185
C6 -6.440 -0.209 1.560  -0.221
H21 -5.006 -1.526 -1.558  0.096
C7 2.406 -1.616 3.195  -0.290
C8 5.447 1.511 2.163  -0.967
H22 -2.746 0.364 -3.452  -0.139
H23 5.951 -0.157 3.456  0.317
H24 2.525 -6.101 -1.020  0.490
H25 0.916 -0.134 0.428  0.310
C9 -1.830 -3.577 -0.610  -0.130
H26 5.091 -0.621 1.991  0.229
C10 5.149 0.152 2.768  -0.176
C11 -4.696 -1.540 0.596  -0.020
H27 -2.747 1.415 -4.878  0.303
C12 -7.093 1.138 1.255  -1.256
Br2 0.747 -5.221 1.291  -0.104
C13 2.842 -5.108 -0.708  -0.655
N3 -1.456 4.070 -3.119  0.898
H28 -0.673 3.403 4.347  0.442
C14 -2.179 4.838 -4.175  -0.843
H29 2.850 -3.872 1.004  -0.009
C15 3.525 -1.000 4.040  -0.636
H30 -3.600 -1.536 0.506  -0.184
C16 -3.193 0.536 -4.425  -0.298
H31 -1.785 4.644 -5.165  0.283
H32 -7.220 1.262 0.178  0.292
H33 3.118 -0.855 5.042  0.279
C17 0.753 1.735 3.978  -0.433
H34 -8.128 1.191 1.602  0.385
O7 2.010 6.088 1.522  -0.516
H35 1.260 4.579 -0.368  -0.168
O8 -0.283 4.331 -2.955  -0.526
Br3 1.913 -3.789 -1.822  -0.156
H36 4.762 -3.544 -2.967  0.234
C18 0.243 3.160 3.822  -0.646
H37 -6.464 1.943 1.625  0.287
H38 -7.154 -0.997 1.284  0.301
N4 -2.333 -4.348 0.539  0.987
H39 0.991 3.901 4.099  0.398
H40 -0.044 1.135 3.535  0.308
H41 -6.167 -0.349 2.610  0.320
N5 -2.798 -0.606 -5.338  0.926
H42 -1.768 -4.151 -1.527  0.252
O9 3.512 -0.862 -2.407  -0.461
Br4 0.967 1.339 5.857  -0.165
O10 -2.048 3.213 -2.494  -0.479
H43 6.523 1.669 2.092  0.376
H44 -6.351 -2.166 -0.552  0.401
H45 4.720 -2.162 -4.019  0.326
O11 3.738 6.233 0.257  -0.564
C19 2.571 -4.899 0.778  -0.223
H46 5.001 1.479 1.171  0.042
H47 1.138 -0.559 -1.312  0.398
O12 4.312 -2.173 -0.902  -0.453
Br5 -0.096 3.524 1.943  -0.090
Br6 2.579 1.438 -0.496  -0.178

Cartesian forces (eV/Å) of the 2 atoms listed first:
H 0.252 -0.055 0.040
C 0.096 0.556 0.487